Record 1
{"formula": "C6H9N", "method": "ωB97M-V/def2-TZVPD", "total_charge": 0, "e_homo_ha": -0.4063, "lumo_energy_ev": 0.839, "orbital_gap_ev": 11.90, "de_lowest_kcal_mol": 22.6, "smiles": "CC1(C#N)CCC1", "species": ["C", "C", "C", "C", "C", "C", "N", "H", "H", "H", "H", "H", "H", "H", "H", "H"], "positions_angstrom": [[1.340, 1.212, 0.177], [0.496, -0.045, -0.028], [-0.569, -0.383, 1.065], [-1.652, -0.500, -0.033], [-0.663, 0.083, -1.064], [1.358, -1.203, -0.294], [2.016, -2.136, -0.491], [1.912, 1.447, -0.727], [2.044, 1.091, 1.007], [0.683, 2.060, 0.396], [-0.718, 0.452, 1.755], [-0.373, -1.283, 1.655], [-1.907, -1.540, -0.249], [-2.571, 0.075, 0.126], [-0.536, -0.466, -2.001], [-0.862, 1.135, -1.294]]}

Record 2
{"formula": "C6H9N", "method": "ωB97M-V/def2-TZVPD", "total_charge": 0, "e_homo_ha": -0.3083, "lumo_energy_ev": 0.944, "orbital_gap_ev": 9.33, "de_lowest_kcal_mol": 132.5, "species": ["C", "C", "C", "C", "C", "C", "N", "H", "H", "H", "H", "H", "H", "H", "H", "H"], "positions_angstrom": [[2.780, 0.540, 2.326], [1.771, 0.140, 1.342], [0.975, -0.198, 0.501], [0.042, -0.639, -0.540], [-1.444, -0.314, -0.235], [-2.261, 0.322, -1.400], [-2.418, -1.212, -0.575], [2.701, 1.604, 2.569], [3.786, 0.360, 1.932], [2.679, -0.028, 3.257], [0.119, -1.723, -0.673], [0.345, -0.186, -1.492], [-1.561, 0.274, 0.691], [-1.632, 0.437, -2.281], [-2.799, 1.209, -1.071], [-3.053, -0.442, -1.691]]}

Record 3
{"formula": "C6H9N", "method": "ωB97M-V/def2-TZVPD", "total_charge": 0, "e_homo_ha": -0.3402, "lumo_energy_ev": 1.074, "orbital_gap_ev": 10.33, "de_lowest_kcal_mol": 74.2, "smiles": "CC#CC[C@H]1CN1", "species": ["C", "C", "C", "C", "C", "C", "N", "H", "H", "H", "H", "H", "H", "H", "H", "H"], "positions_angstrom": [[-0.758, -0.058, -2.561], [-0.338, 0.855, -1.500], [0.036, 1.312, -0.450], [0.433, 1.439, 0.952], [0.332, 0.054, 1.603], [-0.158, -1.148, 0.881], [1.264, -0.963, 1.134], [-0.010, -0.139, -3.353], [-1.726, 0.198, -2.995], [-0.853, -1.048, -2.092], [-0.213, 2.148, 1.486], [1.464, 1.805, 1.034], [0.116, 0.074, 2.673], [-0.429, -1.102, -0.167], [-0.724, -1.873, 1.458], [1.562, -1.556, 1.899]]}

Record 4
{"formula": "C6H9N", "method": "ωB97M-V/def2-TZVPD", "total_charge": 0, "e_homo_ha": [-0.2373, -0.2372], "lumo_energy_ev": [0.814, 0.814], "orbital_gap_ev": [7.27, 7.27], "de_lowest_kcal_mol": 164.3, "species": ["C", "N", "C", "C", "C", "C", "C", "H", "H", "H", "H", "H", "H", "H", "H", "H"], "positions_angstrom": [[1.825, -0.544, -0.099], [0.575, -0.286, -0.043], [-0.467, -0.050, 1.016], [-0.664, 1.176, 0.139], [-0.515, 0.156, -0.980], [-1.536, -0.983, -0.734], [-1.504, -1.120, 0.592], [2.372, -0.728, 0.818], [2.326, -0.536, -1.061], [2.166, 2.032, 0.151], [-0.109, -0.014, 2.049], [1.397, 2.052, 0.173], [-1.549, 1.809, 0.225], [-0.209, 0.404, -2.000], [-2.085, -1.545, -1.480], [-2.021, -1.823, 1.233]]}

Record 5
{"formula": "C6H9N", "method": "ωB97M-V/def2-TZVPD", "total_charge": 0, "e_homo_ha": -0.2626, "lumo_energy_ev": 1.026, "orbital_gap_ev": 8.17, "de_lowest_kcal_mol": 95.1, "smiles": "CC1=C[C@]2(C)N[C@H]12", "species": ["C", "C", "N", "C", "C", "C", "C", "H", "H", "H", "H", "H", "H", "H", "H", "H"], "positions_angstrom": [[-0.241, 2.193, 0.550], [0.654, -2.517, 0.044], [-0.964, 0.681, -1.361], [-0.626, 0.871, -0.017], [0.137, -1.112, -0.004], [0.325, -0.076, -1.097], [-0.635, -0.387, 0.824], [-0.790, 1.505, -1.933], [1.277, 0.451, -1.147], [-1.100, -0.600, 1.781], [-0.091, 2.950, -0.225], [0.674, 2.112, 1.144], [-1.036, 2.545, 1.217], [0.741, -2.941, -0.959], [1.649, -2.525, 0.503], [0.027, -3.149, 0.679]]}

Record 6
{"formula": "C6H9N", "method": "ωB97M-V/def2-TZVPD", "total_charge": 0, "e_homo_ha": -0.3510, "lumo_energy_ev": 1.028, "orbital_gap_ev": 10.58, "de_lowest_kcal_mol": 66.0, "smiles": "C#CC[C@]1(C)CN1", "species": ["C", "C", "C", "C", "C", "C", "N", "H", "H", "H", "H", "H", "H", "H", "H", "H"], "positions_angstrom": [[-0.784, -1.142, -0.851], [0.284, -0.478, -0.009], [0.817, 0.839, -0.565], [-0.135, 1.930, -0.330], [-0.942, 2.787, -0.076], [0.280, -0.651, 1.459], [1.300, -1.308, 0.633], [-1.563, -0.420, -1.125], [-1.260, -1.967, -0.309], [-0.347, -1.542, -1.775], [1.022, 0.740, -1.639], [1.772, 1.062, -0.075], [-1.652, 3.549, 0.154], [0.646, 0.153, 2.095], [-0.511, -1.257, 1.899], [1.075, -2.293, 0.514]]}